13
Properties=species:S:1:pos:R:3:mulliken_charge:R:1 method="wB97M-V/def2-TZVPD" e_lumo_ev=0.7 de_lowest_kcal_mol=218.0 multiplicity=1
C -1.48 0.54 -0.12 -0.019
N -1.55 -0.76 0.19 -0.209
O -0.32 -1.55 0.02 -0.274
C 0.65 -0.48 -0.37 0.333
C 2.06 -0.09 0.03 -0.763
C 0.73 0.68 0.31 -0.050
N -0.32 1.50 -0.29 -0.430
H -2.47 0.88 0.49 0.280
H 0.47 -0.06 -1.52 0.216
H 3.20 -0.21 -0.61 0.262
H 2.28 -0.50 1.23 0.196
H 0.83 0.97 1.57 0.116
H -0.41 2.23 0.36 0.341